Run i
{"formula": "C8H14N2O3", "method": "wB97M-V/def2-TZVPD", "e_homo_ev": -9.23, "multiplicity": 1, "species": ["C", "C", "C", "C", "C", "C", "C", "C", "N", "N", "O", "O", "O", "H", "H", "H", "H", "H", "H", "H", "H", "H", "H", "H", "H", "H", "H"], "coordinates": [[3.149, 0.453, 0.215], [-2.570, 1.012, 0.728], [-3.541, -0.026, 0.142], [-1.544, 1.137, -0.302], [-2.625, -0.953, -0.674], [-1.322, -0.162, -1.044], [3.475, 1.980, 0.360], [2.029, -2.282, -0.118], [0.200, -1.211, 1.013], [1.237, -1.365, 0.595], [3.780, -0.184, -0.552], [2.198, 0.042, 0.990], [-0.499, -0.637, -1.807], [-3.007, 1.983, 0.947], [-2.047, 0.633, 1.663], [-4.113, -0.547, 0.956], [-4.208, 0.390, -0.517], [-1.973, 1.870, -1.130], [-0.614, 1.662, -0.036], [-2.225, -1.817, 0.021], [-2.944, -1.351, -1.606], [2.535, 2.448, 0.509], [3.920, 2.352, -0.602], [4.204, 1.887, 1.220], [3.003, -2.193, 0.247], [1.583, -3.198, -0.078], [1.918, -1.924, -1.140]]}

---

Run ii
{"formula": "C8H14N2O3", "method": "wB97M-V/def2-TZVPD", "e_homo_ev": -9.62, "smiles": "C[C@H](N)C(=O)N1CCC[C@H]1C(=O)O", "multiplicity": 1, "species": ["C", "C", "N", "C", "O", "N", "C", "C", "C", "C", "C", "O", "O", "H", "H", "H", "H", "H", "H", "H", "H", "H", "H", "H", "H", "H", "H"], "coordinates": [[-2.313, -0.309, 1.640], [-1.845, 0.141, 0.259], [-3.013, 0.570, -0.531], [-0.955, -0.924, -0.409], [-1.339, -1.961, -0.881], [0.411, -0.695, -0.208], [1.336, -1.782, -0.302], [2.622, -1.306, 0.278], [2.388, 0.096, 0.851], [0.874, 0.380, 0.596], [0.748, 1.727, -0.257], [0.417, 2.724, 0.331], [0.948, 1.531, -1.548], [-1.592, -0.325, 2.482], [-2.971, 0.550, 1.849], [-2.893, -1.218, 1.423], [-1.230, 0.995, 0.447], [-2.790, 0.943, -1.424], [-3.334, -0.439, -0.832], [1.474, -2.307, -1.248], [0.885, -2.683, 0.244], [3.433, -1.177, -0.498], [2.816, -2.066, 1.047], [3.043, 0.851, 0.585], [2.566, 0.080, 2.000], [0.321, 0.631, 1.602], [1.152, 0.551, -1.657]]}

---

What should be chosen as the most stable of them? Choose run ii.

---

Run i
{"formula": "C9H11NO2S", "method": "wB97M-V/def2-TZVPD", "e_homo_ev": [-8.58, -8.57], "smiles": "CC(=S)/C=C1/C(C)=C(O)[N+]([O-])=C1C", "multiplicity": 1, "species": ["C", "C", "S", "C", "C", "C", "C", "C", "O", "N", "O", "C", "C", "H", "H", "H", "H", "H", "H", "H", "H", "H", "H", "H"], "coordinates": [[-2.204, -1.152, 0.983], [-2.303, 0.024, 0.067], [-3.812, 0.543, -0.404], [-1.167, 0.782, -0.294], [0.161, 0.429, -0.279], [1.228, 1.421, -0.177], [1.050, 2.900, -0.140], [2.374, 0.725, -0.044], [3.647, 1.010, 0.168], [2.087, -0.673, -0.198], [3.065, -1.474, -0.207], [0.794, -0.870, -0.335], [0.254, -2.177, -0.789], [-1.189, -1.321, 1.325], [-2.583, -2.048, 0.495], [-2.836, -0.970, 1.852], [-1.373, 1.810, -0.565], [0.417, 3.202, 0.690], [0.589, 3.247, -1.063], [2.021, 3.370, -0.030], [4.092, 0.124, 0.152], [0.958, -2.603, -1.503], [-0.711, -2.035, -1.266], [0.145, -2.891, 0.028]]}

---

Run ii
{"formula": "C9H11NO2S", "method": "wB97M-V/def2-TZVPD", "e_homo_ev": [-7.05, -7.92], "multiplicity": 1, "species": ["C", "C", "C", "C", "C", "C", "C", "C", "C", "N", "O", "O", "S", "H", "H", "H", "H", "H", "H", "H", "H", "H", "H", "H"], "coordinates": [[-2.131, 1.475, 0.509], [-2.066, 1.839, -0.822], [-1.072, 0.780, 1.143], [-0.949, 1.486, -1.558], [0.089, 0.362, 0.380], [0.129, 0.778, -0.991], [2.327, -0.103, -1.122], [1.039, -0.459, 0.914], [2.070, -1.104, 0.058], [-2.112, -1.309, 1.029], [1.227, 0.497, -1.698], [3.430, -1.245, 0.577], [-1.161, -2.661, 1.042], [-3.055, 1.870, 0.918], [-2.700, 2.394, -1.426], [-0.944, 0.522, 2.154], [-0.973, 1.860, -2.652], [2.888, 0.784, -0.847], [3.008, -0.544, -1.864], [1.052, -0.868, 2.007], [1.634, -1.983, -0.320], [-2.319, -0.934, 0.133], [-2.949, -1.317, 1.591], [3.536, -2.120, 0.844]]}

---

What should be chosen as the most stable of them? Choose run i.